Molecular formula: C6H14MoN3
Method: DFT, the ωB97M-V functional and the def2-TZVPD basis

Properties
HOMO (alpha / beta): -11.8 / -12.4 eV
Total charge: +1
Orbital gap (alpha / beta): 0.2487 / 0.2938 Eh
Spin multiplicity: 3

CARTESIAN COORDINATES (ANGSTROEM)
C -2.39 -1.91 -2.70
Mo -1.22 -0.98 -1.18
N 0.11 0.06 -2.61
H -2.41 -1.41 -0.09
H -2.50 0.03 -0.91
H -3.39 -2.19 -2.33
H -1.84 -2.85 -2.94
H -2.50 -1.32 -3.63
H 1.08 -0.22 -2.42
H 0.05 1.08 -2.51
H -0.09 -0.16 -3.59
N 2.37 1.55 3.40
C 1.58 1.04 2.42
C 1.77 -0.28 1.96
C 0.93 -0.80 0.98
N -0.06 -0.05 0.40
C -0.25 1.23 0.84
C 0.55 1.80 1.83
H 3.10 1.02 3.84
H 2.25 2.50 3.75
H 2.57 -0.89 2.39
H 1.01 -1.82 0.59
H -1.09 1.76 0.36
H 0.40 2.83 2.15



Molecular formula: C6H14N2
Method: DFT, the ωB97M-V functional and the def2-TZVPD basis

Properties
HOMO: -8.4 eV
Orbital gap: 0.3498 Eh
Structure (SMILES): C=CCCCNCN

CARTESIAN COORDINATES (ANGSTROEM)
C -0.89 0.02 -0.51
N -1.85 1.05 -0.61
C -2.27 1.92 0.44
N -1.03 2.39 1.25
C 0.48 -0.07 -1.10
C 1.05 -1.41 -0.74
C 1.97 -1.42 0.45
C 2.68 -2.49 0.94
H -1.38 -1.06 -0.62
H -0.77 -0.12 0.71
H -2.03 1.42 -1.49
H -3.12 1.38 1.11
H -2.83 2.76 -0.08
H -0.16 1.89 1.09
H -0.89 3.39 1.15
H 0.19 0.14 -2.20
H 1.15 0.66 -0.81
H 0.21 -2.17 -0.55
H 1.61 -1.74 -1.66
H 2.13 -0.50 0.95
H 2.44 -3.52 0.47
H 3.31 -2.52 1.80



Molecular formula: C6H14N2
Method: DFT, the ωB97M-V functional and the def2-TZVPD basis

Properties
HOMO: -7.0 eV
Orbital gap: 0.2921 Eh
Structure (SMILES): CC(=C(N)N)C(C)C

CARTESIAN COORDINATES (ANGSTROEM)
C 0.94 0.45 0.35
C -0.03 -1.91 -0.11
C 1.04 1.69 -0.56
C 2.29 -0.29 0.23
C -1.56 0.09 -0.02
C -0.30 -0.42 0.06
N -2.64 -0.62 -0.47
N -1.84 1.36 0.35
H 0.87 0.79 1.40
H -3.46 -0.50 0.10
H -2.47 -1.58 -0.73
H -1.29 1.70 1.13
H -2.83 1.54 0.46
H 0.53 -2.29 0.75
H 0.54 -2.10 -1.02
H -0.93 -2.53 -0.15
H 0.31 2.45 -0.29
H 2.02 2.17 -0.49
H 2.44 -0.68 -0.78
H 0.88 1.41 -1.61
H 3.13 0.39 0.45
H 2.37 -1.12 0.94



Molecular formula: C6H14N2
Method: DFT, the ωB97M-V functional and the def2-TZVPD basis

Properties
HOMO: -8.2 eV
Orbital gap: 0.3318 Eh

CARTESIAN COORDINATES (ANGSTROEM)
C 0.20 -0.75 -0.93
C 0.18 0.47 1.26
C -0.72 -0.17 0.12
C -1.48 0.93 -0.64
C -1.63 -1.23 0.68
C 2.65 0.84 -0.09
N 1.44 -1.23 -0.40
N 1.92 -0.38 0.57
H -0.33 -1.62 -1.37
H 0.40 -0.07 -1.78
H 0.55 1.50 1.12
H 0.25 0.03 2.19
H -2.21 1.35 -0.05
H -2.06 0.46 -1.52
H -0.80 1.51 -1.11
H -2.01 -0.82 1.63
H -1.22 -2.16 0.95
H -2.58 -1.36 0.14
H 1.93 1.34 -0.78
H 2.85 1.40 0.79
H 3.67 0.46 -0.48
H 1.23 -2.10 0.03



Molecular formula: C6H14N2
Method: DFT, the ωB97M-V functional and the def2-TZVPD basis

Properties
HOMO: -7.6 eV
Orbital gap: 0.3113 Eh

CARTESIAN COORDINATES (ANGSTROEM)
C 0.26 0.10 0.15
C -1.65 -0.39 0.41
C 1.08 -1.04 0.73
C 0.43 1.42 0.89
C 0.17 0.16 -1.27
N 1.81 0.78 -1.76
N -1.92 -0.60 1.78
C -0.52 -0.19 -2.34
H 2.43 0.04 -2.08
H 2.35 1.29 -1.06
H -1.51 -1.43 2.18
H -2.58 0.04 2.21
H -2.22 0.43 0.00
H -1.82 -1.31 -0.15
H 1.49 1.68 0.98
H 0.94 -1.96 0.17
H 2.14 -0.79 0.73
H 0.79 -1.22 1.77
H 0.03 1.34 1.91
H -0.08 2.24 0.38
H -1.52 -0.60 -2.29
H -0.10 -0.02 -3.32



Molecular formula: C6H14N2
Method: DFT, the ωB97M-V functional and the def2-TZVPD basis

Properties
HOMO: -8.2 eV
Orbital gap: 0.3294 Eh

CARTESIAN COORDINATES (ANGSTROEM)
C 0.67 -0.43 0.11
C -0.11 -0.63 -0.96
C 1.69 0.74 0.07
C 0.42 -1.01 1.46
C -1.47 -1.23 -0.73
C 0.34 -0.42 -2.36
N -2.17 1.53 1.64
N -1.16 2.10 1.81
H 1.45 1.49 0.93
H 1.83 1.30 -0.90
H 2.70 0.38 0.14
H 0.09 -0.21 2.25
H 1.41 -1.58 1.80
H -0.35 -1.84 1.36
H -2.18 -0.70 -1.43
H -1.63 -0.91 0.29
H -1.55 -2.22 -0.87
H -0.38 0.18 -2.90
H 0.28 -1.28 -2.94
H 1.37 0.05 -2.61
H -0.43 1.71 2.43
H -0.81 2.99 1.42



Molecular formula: C6H14N2O
Method: DFT, the ωB97M-V functional and the def2-TZVPD basis

Properties
HOMO: -8.3 eV
Orbital gap: 0.3277 Eh

CARTESIAN COORDINATES (ANGSTROEM)
C 1.09 0.97 0.92
C -0.35 -1.06 0.72
C 2.40 0.51 0.33
C -1.51 -0.74 1.63
O 0.43 1.90 0.40
H -0.79 1.58 -0.57
H 0.99 0.80 2.00
H -0.45 -2.05 0.26
H 0.58 -1.23 1.24
H 2.35 0.44 -0.76
H 2.70 -0.45 0.75
H 3.16 1.25 0.58
H -2.45 -1.14 1.24
H -1.65 0.34 1.73
H -1.38 -1.16 2.63
C 0.10 -0.54 -2.02
C -1.07 -0.33 -1.14
N 0.79 0.35 -2.60
N -1.53 0.94 -1.00
H 0.43 1.29 -2.44
H -2.40 1.01 -0.50
H 0.40 -1.58 -2.14
H -1.85 -1.08 -1.25



Molecular formula: C6H14N2O2
Method: DFT, the ωB97M-V functional and the def2-TZVPD basis

Properties
HOMO: -9.3 eV
Orbital gap: 0.3589 Eh
Structure (SMILES): CNC(C)=O.CNC(C)=O

CARTESIAN COORDINATES (ANGSTROEM)
C 2.05 1.15 -0.42
C -0.50 -0.30 -2.71
C 0.88 1.17 -1.35
O 0.14 2.04 -1.71
N 0.64 -0.16 -1.86
H 1.76 0.68 0.61
H 1.26 -0.93 -1.83
H -0.78 0.66 -3.24
H 2.87 0.59 -0.83
H 2.49 2.26 -0.18
H -0.26 -1.00 -3.51
H -1.39 -0.88 -2.18
C -1.34 1.26 0.74
C -0.19 -2.11 2.40
C -0.85 -0.78 2.35
O -1.69 -0.41 3.13
N -0.73 -0.06 1.09
H 0.07 -0.32 0.48
H -1.39 1.16 -0.36
H 0.28 -2.25 1.51
H -2.27 1.44 1.13
H -0.76 2.00 1.16
H 0.59 -2.21 3.09
H -0.87 -2.99 2.49